This record from OMol25 describes a 9-piece molecular cluster, C19H44F12N9O25S12 overall in a non-equilibrium geometry. The level of theory is ωB97M-V/def2-TZVPD.

Last columns: bonded neighbours and bond lengths (Å).
CARTESIAN COORDINATES (ANGSTROEM)
1 C 0.146 0.823 2.657  C2 1.504, H8 1.090, H9 1.090, H10 1.090
2 C -0.244 0.392 1.271  C1 1.504, O3 1.238, N4 1.536
3 O -1.313 -0.210 1.099  C2 1.238
4 N 0.728 0.604 0.101  C2 1.536, H5 1.010, H6 1.010, C7 1.552
5 H 1.590 1.002 0.445  N4 1.010
6 H 0.985 -0.190 -0.469  N4 1.010
7 C -0.009 1.435 -0.984  N4 1.552, H11 1.090, H12 1.090, H13 1.090
8 H -0.606 0.635 3.423  C1 1.090
9 H 0.280 1.904 2.704  C1 1.090
10 H 1.109 0.349 2.854  C1 1.090
11 H 0.357 1.226 -1.989  C7 1.090
12 H 0.101 2.483 -0.705  C7 1.090
13 H -1.078 1.221 -0.963  C7 1.090
14 C 2.729 3.192 -4.028  C15 1.490, H23 1.090, H24 1.090, H25 1.090
15 C 3.820 2.611 -3.196  C14 1.490, C16 1.578, H26 1.090, H27 1.090
16 C 3.484 1.179 -2.627  C15 1.578, N17 1.533, H28 1.090, H29 1.090
17 N 4.756 0.388 -2.299  C16 1.533, C18 1.596, C19 1.551, C22 1.572
18 C 5.431 -0.285 -3.578  N17 1.596, H30 1.090, H31 1.090, H32 1.090
19 C 4.363 -0.732 -1.300  N17 1.551, C20 1.508, H33 1.090, H34 1.090
20 C 5.586 -1.114 -0.505  C19 1.508, C21 1.484, H35 1.090, H36 1.090
21 C 6.481 0.068 -0.571  C20 1.484, C22 1.529, H37 1.090, H38 1.090
22 C 5.828 1.147 -1.435  N17 1.572, C21 1.529, H39 1.090, H40 1.090
23 H 1.956 3.508 -3.328  C14 1.090
24 H 2.273 2.519 -4.755  C14 1.090
25 H 3.192 4.024 -4.558  C14 1.090
26 H 4.099 3.332 -2.427  C15 1.090
27 H 4.693 2.451 -3.829  C15 1.090
28 H 2.943 0.516 -3.303  C16 1.090
29 H 2.995 1.308 -1.661  C16 1.090
30 H 4.685 -0.979 -3.965  C18 1.090
31 H 6.323 -0.865 -3.341  C18 1.090
32 H 5.668 0.562 -4.222  C18 1.090
33 H 3.914 -1.584 -1.810  C19 1.090
34 H 3.691 -0.276 -0.573  C19 1.090
35 H 6.138 -1.944 -0.946  C20 1.090
36 H 5.437 -1.408 0.534  C20 1.090
37 H 7.452 -0.243 -0.956  C21 1.090
38 H 6.680 0.541 0.391  C21 1.090
39 H 6.572 1.691 -2.017  C22 1.090
40 H 5.286 1.685 -0.657  C22 1.090
41 C -3.208 0.477 -2.277  C42 1.557, H50 1.090, H51 1.090, H52 1.090
42 C -2.950 -0.943 -1.694  C41 1.557, C43 1.581, H53 1.090, H54 1.090
43 C -4.041 -1.519 -0.705  C42 1.581, N44 1.558, H55 1.090, H56 1.090
44 N -3.856 -2.980 -0.196  C43 1.558, C45 1.531, C46 1.558, C49 1.593
45 C -2.669 -3.113 0.760  N44 1.531, H57 1.090, H58 1.090, H59 1.090
46 C -5.133 -3.607 0.438  N44 1.558, C47 1.519, H60 1.090, H61 1.090
47 C -5.473 -4.869 -0.337  C46 1.519, C48 1.461, H62 1.090, H63 1.090
48 C -4.291 -5.286 -1.087  C47 1.461, C49 1.478, H64 1.090, H65 1.090
49 C -3.571 -4.025 -1.364  N44 1.593, C48 1.478, H66 1.090, H67 1.090
50 H -2.294 0.866 -2.725  C41 1.090
51 H -3.548 1.033 -1.403  C41 1.090
52 H -4.076 0.492 -2.936  C41 1.090
53 H -1.961 -1.036 -1.245  C42 1.090
54 H -2.918 -1.712 -2.466  C42 1.090
55 H -5.016 -1.383 -1.173  C43 1.090
56 H -3.913 -0.947 0.214  C43 1.090
57 H -2.834 -2.411 1.578  C45 1.090
58 H -1.779 -2.910 0.165  C45 1.090
59 H -2.641 -4.117 1.183  C45 1.090
60 H -4.964 -3.884 1.479  C46 1.090
61 H -5.931 -2.868 0.360  C46 1.090
62 H -5.909 -5.633 0.306  C47 1.090
63 H -6.153 -4.460 -1.084  C47 1.090
64 H -3.731 -5.912 -0.392  C48 1.090
65 H -4.550 -5.832 -1.994  C48 1.090
66 H -2.505 -4.130 -1.566  C49 1.090
67 H -4.172 -3.603 -2.170  C49 1.090
68 N 1.218 -3.780 5.512  S69 1.648, S73 1.495
69 S 1.452 -2.825 4.190  N68 1.648, O70 1.477, O71 1.435, F72 1.622, S73 2.352
70 O 2.585 -1.879 4.216  S69 1.477
71 O 0.249 -2.409 3.527  S69 1.435
72 F 2.001 -4.023 3.245  S69 1.622
73 S 0.880 -2.680 6.467  N68 1.495, S69 2.352, O74 1.446, O75 1.440, F76 1.618
74 O -0.343 -1.941 6.244  S73 1.446
75 O 1.957 -1.848 6.939  S73 1.440
76 F 0.559 -3.593 7.764  S73 1.618
77 N 2.940 1.709 1.068  S78 1.682, S82 1.531
78 S 3.896 1.359 2.407  N77 1.682, O79 1.437, O80 1.470, F81 1.570, S82 2.371
79 O 3.444 1.710 3.725  S78 1.437
80 O 5.321 1.371 2.049  S78 1.470
81 F 3.600 -0.182 2.388  S78 1.570
82 S 3.294 3.199 1.038  N77 1.531, S78 2.371, O83 1.504, O84 1.484, F85 1.632
83 O 4.639 3.612 0.506  S82 1.504
84 O 2.675 4.043 2.089  S82 1.484
85 F 2.397 3.515 -0.288  S82 1.632
86 N -5.441 -0.779 5.351  S87 1.702, S91 1.517
87 S -5.340 -1.604 3.865  N86 1.702, O88 1.465, O89 1.450, F90 1.606, S91 2.343
88 O -4.666 -2.904 3.838  S87 1.465
89 O -5.137 -0.727 2.728  S87 1.450
90 F -6.905 -1.929 3.704  S87 1.606
91 S -3.950 -0.888 5.609  N86 1.517, S87 2.343, O92 1.464, O93 1.474, F94 1.575
92 O -2.983 -0.221 4.735  S91 1.464
93 O -3.485 -2.059 6.374  S91 1.474
94 F -3.882 0.160 6.782  S91 1.575
95 N -3.255 5.229 2.976  S96 1.503, S100 1.728
96 S -2.898 6.254 4.015  N95 1.503, O97 1.460, O98 1.478, F99 1.620, S100 2.343
97 O -2.081 7.395 3.612  S96 1.460
98 O -2.639 5.785 5.392  S96 1.478
99 F -4.385 6.878 4.173  S96 1.620
100 S -1.605 5.005 2.512  N95 1.728, S96 2.343, O101 1.473, O102 1.479, F103 1.587
101 O -0.446 5.132 3.411  S100 1.473
102 O -1.342 5.462 1.131  S100 1.479
103 F -1.746 3.438 2.305  S100 1.587
104 N 1.351 -1.617 -1.186  S105 1.474, S109 1.707
105 S 1.116 -2.446 -2.382  N104 1.474, O106 1.446, O107 1.435, F108 1.595, S109 2.346
106 O 0.023 -3.392 -2.373  S105 1.446
107 O 2.235 -2.605 -3.266  S105 1.435
108 F 0.465 -1.244 -3.203  S105 1.595
109 S 1.695 -2.940 -0.163  N104 1.707, S105 2.346, O110 1.443, O111 1.427, F112 1.599
110 O 2.868 -3.703 -0.515  S109 1.443
111 O 0.532 -3.552 0.394  S109 1.427
112 F 2.228 -2.034 1.042  S109 1.599
113 N -1.401 3.537 -6.706  S114 1.490, S118 1.677
114 S -1.037 3.692 -5.270  N113 1.490, O115 1.491, O116 1.448, F117 1.620, S118 2.242
115 O -0.620 2.465 -4.531  S114 1.491
116 O -1.536 4.806 -4.492  S114 1.448
117 F 0.361 4.408 -5.667  S114 1.620
118 S -2.891 2.911 -6.259  N113 1.677, S114 2.242, O119 1.502, O120 1.486, F121 1.605
119 O -3.893 3.992 -5.969  S118 1.502
120 O -3.071 1.639 -5.512  S118 1.486
121 F -3.433 2.438 -7.693  S118 1.605

* total energy: -9100.5184 Ha
* 2S+1: 1
* net charge: -3
* E_HOMO: -0.11753 hartree